(1)
Molecular formula: C5H12N
Method: DFT, ωB97M-V with the def2-TZVPD basis set

As for the calculated total energy: -252.16401 Ha.

ORCA input file:
```
! wB97M-V def2-TZVPD RIJCOSX def2/J DEFGRID3
* xyz 1 1
C -1.9652 0.6380 -0.7523
C -0.9249 0.9821 -0.0207
C 0.7484 -0.4123 -1.3629
C 1.3348 0.5109 1.0226
C 0.2615 0.0659 0.0772
N -0.2509 -1.1721 0.9001
H -2.5907 1.4644 -1.0010
H -1.9983 -0.3882 -1.1256
H -0.7671 2.0412 0.3582
H 1.5874 -1.0424 -1.3981
H 1.0790 0.4896 -1.7758
H -0.1228 -0.6288 -1.9462
H 2.0165 -0.4059 1.0266
H 0.8713 0.8125 1.9503
H 1.9015 1.3547 0.6909
H 0.2201 -2.0713 0.7445
H -1.3061 -1.3694 0.7158
H -0.0945 -0.8690 1.8963
*
```



(2)
Molecular formula: C6H18N8NiO10
Method: DFT, ωB97M-V with the def2-TZVPD basis set

As for the calculated total energy: -2938.36138 Ha. Its expectation value of S² is 3.753.

ORCA input file:
```
! wB97M-V def2-TZVPD RIJCOSX def2/J DEFGRID3
* xyz -1 4
Ni -14.4386 6.5031 21.3026
O -13.5042 6.5413 25.2613
C -13.1330 5.8815 24.1720
O -13.4784 6.2354 23.0280
O -12.4213 4.8903 24.2961
H -12.8614 6.0906 25.8139
O -17.7454 8.6539 22.9431
C -16.7939 8.5916 21.9900
O -16.6852 9.5116 21.1872
O -16.0501 7.6315 22.0291
H -18.1796 9.3940 22.5126
C -12.2406 4.6237 20.1709
O -13.1777 5.4943 20.1499
N -11.8345 3.9061 21.2182
N -11.5230 4.2722 19.1693
H -11.2510 3.1111 21.0000
H -12.1863 4.1566 22.1312
H -10.6747 3.7734 19.3967
H -11.8492 4.5055 18.2423
C -16.4674 6.7450 18.6472
O -15.7010 6.5582 19.4713
N -16.8553 5.9340 17.6645
N -17.1287 7.8836 18.6360
H -16.4981 4.9895 17.6414
H -17.4097 6.2851 16.8968
H -16.8577 8.6812 19.1934
H -17.6626 7.9271 17.7798
C -16.0217 3.6503 21.2811
O -15.5216 4.6650 21.5787
N -17.0927 3.5204 20.4707
N -15.7165 2.5075 21.7959
H -17.5279 2.6131 20.5571
H -17.3556 4.3201 19.9126
H -14.8474 2.3526 22.2865
H -16.3045 1.7334 21.5220
C -13.0122 9.2909 20.8520
O -13.2676 8.1186 20.6369
N -11.8242 9.7761 21.1139
N -13.9234 10.2278 20.9742
H -11.7518 10.6705 21.5776
H -11.1023 9.1292 20.8304
H -14.8700 9.8786 20.9274
H -13.7316 11.1773 21.2601
*
```



(3)
Molecular formula: C37H48Cl2N3O2SSn
Method: DFT, ωB97M-V with the def2-TZVPD basis set

As for the calculated total energy: -3286.19605 Ha.

ORCA input file:
```
! wB97M-V def2-TZVPD RIJCOSX def2/J DEFGRID3
* xyz 1 1
Sn -0.2886 0.2688 0.2492
Cl -2.6207 2.0382 -0.1752
C -3.7772 0.8237 -0.6563
C -5.1179 1.1133 -0.4758
C -6.0637 0.1581 -0.8006
C -5.6597 -1.0723 -1.2856
C -4.3132 -1.3419 -1.4678
Cl -3.8720 -2.9051 -2.0656
C -3.3209 -0.3930 -1.1783
S -1.6391 -0.8087 -1.5526
H -5.4091 2.0805 -0.0854
H -7.1175 0.3715 -0.6694
H -6.3838 -1.8387 -1.5284
C 2.0263 0.7244 -2.8021
C 3.4994 0.9137 -2.3999
C 4.2883 -0.3898 -2.5828
C 3.7039 1.5331 -1.0211
C 4.5201 2.6524 -0.9088
C 4.7493 3.2635 0.3148
C 4.1493 2.7592 1.4571
C 3.3290 1.6341 1.4041
C 2.6850 1.1245 2.6858
C 1.8032 2.1991 3.3312
C 3.7428 0.6142 3.6694
C 3.1367 1.0292 0.1553
N 2.2688 -0.1125 0.0585
C 2.6996 -1.2518 0.3796
C 1.7757 -2.4135 0.3836
N 0.5337 -2.2102 0.4424
C -0.3828 -3.3029 0.3431
C -1.3877 -3.3608 1.3181
C -2.3053 -4.3976 1.2565
C -2.2473 -5.3351 0.2368
C -1.2849 -5.2208 -0.7512
C -0.3356 -4.2029 -0.7322
C 0.6231 -4.0776 -1.9122
C 1.6312 -5.2312 -1.9402
C -0.1428 -3.9915 -3.2396
C -1.4485 -2.3509 2.4557
C -1.1170 -3.0161 3.7960
C -2.8065 -1.6415 2.5106
H 1.9581 0.5049 -3.8711
H 1.4436 1.6265 -2.6034
H 1.5675 -0.1156 -2.2745
H 3.9248 1.6352 -3.0986
H 3.8396 -1.2124 -2.0193
H 5.3243 -0.2758 -2.2593
H 4.2918 -0.6817 -3.6364
H 4.9811 3.0534 -1.8071
H 5.3966 4.1317 0.3770
H 4.3300 3.2379 2.4157
H 2.0341 0.2855 2.4490
H 2.4015 3.0502 3.6700
H 1.2841 1.7904 4.2015
H 1.0565 2.5666 2.6239
H 4.4055 1.4249 3.9838
H 4.3631 -0.1681 3.2220
H 3.2664 0.2039 4.5635
H 3.7430 -1.4120 0.6657
H 2.2024 -3.4177 0.3696
H -3.0796 -4.4762 2.0135
H -2.9659 -6.1462 0.2032
H -1.2744 -5.9361 -1.5668
H 1.1828 -3.1472 -1.8224
H 1.1171 -6.1843 -2.0928
H 2.1920 -5.3094 -1.0039
H 2.3444 -5.0992 -2.7574
H -0.6400 -4.9356 -3.4734
H 0.5476 -3.7697 -4.0575
H -0.9029 -3.2066 -3.2047
H -0.6880 -1.5942 2.2805
H -1.8906 -3.7410 4.0637
H -1.0613 -2.2710 4.5937
H -0.1634 -3.5472 3.7515
H -3.6143 -2.3506 2.7130
H -3.0373 -1.1436 1.5635
H -2.8145 -0.8933 3.3078
O 1.5737 3.8782 -1.3958
C 0.7176 3.8957 -0.4024
O 0.2648 2.8788 0.1024
C 0.3191 5.2989 0.0666
N 1.1848 6.2833 -0.6026
C 2.1146 6.8764 0.4010
C 2.0101 5.9534 1.6151
C 0.5580 5.4711 1.5675
H -0.7288 5.4180 -0.2062
H 0.6541 6.9914 -1.0865
H 1.7690 4.8449 -1.5294
H 1.8057 7.8893 0.6608
H 3.1252 6.9254 0.0012
H 2.2512 6.4776 2.5385
H 2.6916 5.1043 1.5131
H -0.1149 6.2337 1.9627
H 0.3842 4.5438 2.1102
*
```



(4)
Molecular formula: C18H39F2NO13
Method: DFT, ωB97M-V with the def2-TZVPD basis set

As for the calculated total energy: -1941.24962 Ha.

ORCA input file:
```
! wB97M-V def2-TZVPD RIJCOSX def2/J DEFGRID3
* xyz 0 1
N 0.2622 -1.7318 -3.5445
H -0.3926 -2.5089 -3.3935
H -0.0729 -1.3195 -4.3489
H 1.1053 -2.0665 -3.6264
H 0.2049 -1.0648 -2.7953
O -0.9484 -2.0079 -0.6422
H -0.7057 -1.6147 0.1620
C -1.3099 -5.4237 -1.3200
C -2.2064 -5.0744 -0.1423
O -1.5130 -5.7305 0.9300
C -0.5243 -6.5074 0.4858
O 0.2657 -7.1203 1.1729
O -0.4191 -6.3709 -0.7752
F -3.4437 -5.4904 -0.2921
H -0.8458 -4.5277 -1.6482
H -1.8884 -5.6052 -2.1405
H -2.2777 -4.0913 0.2708
C -4.0988 -1.8350 -0.6812
C -3.7219 -2.0388 -2.2063
O -4.6644 -1.2057 -2.8797
C -5.1625 -0.4212 -2.0859
O -5.8522 0.4584 -2.5497
O -4.7450 -0.6188 -0.8265
F -3.6217 -3.3334 -2.6439
H -3.2209 -1.7806 0.0264
H -4.7783 -2.4055 -0.3612
H -2.8544 -1.4905 -2.6260
C 0.3614 6.8882 -2.8638
O -0.0388 6.4754 -1.5849
C 0.9300 5.8487 -0.7608
C 0.4339 5.7188 0.6162
O -0.4246 4.7958 0.6163
C -0.8435 4.1415 1.8329
C -2.0363 3.2450 1.6940
O -1.6587 2.2342 0.7678
C -2.4708 1.0227 0.9509
H 1.2069 6.1987 -3.2396
H 0.4761 8.0030 -2.7402
H -0.5998 7.0577 -3.6867
H 1.8468 6.4479 -0.9263
H 1.1277 4.8991 -1.3632
H -0.0139 6.7173 1.1500
H 1.1690 5.4213 1.2424
H -1.0845 4.9848 2.5145
H -0.1075 3.6648 2.0924
H -2.9260 3.6578 1.1407
H -2.1432 2.8910 2.5772
H -3.5018 1.3471 0.8005
H -2.5464 0.5111 2.0400
H -2.0343 0.2742 0.3303
C 4.5136 -3.6085 3.8469
O 3.4601 -2.8999 3.2749
C 3.0140 -3.2234 2.0499
C 2.0486 -2.1554 1.4899
O 2.6042 -1.1492 1.2545
C 1.7303 0.0065 0.8364
C 2.4105 1.3775 0.7601
O 3.5955 1.2935 -0.0234
C 4.3745 2.5338 -0.0456
H 4.6203 -3.3118 4.8962
H 5.3468 -3.2991 3.3266
H 4.4201 -4.4840 3.5071
H 2.6945 -4.1805 2.3399
H 3.7390 -3.6094 1.3541
H 1.1452 -2.1751 2.1537
H 1.6576 -2.7493 0.6978
H 0.8577 0.2277 1.5362
H 1.4087 -0.2600 -0.0980
H 2.8291 1.5157 1.7020
H 1.7164 2.1929 0.6554
H 5.0069 2.7053 0.9583
H 3.8721 3.3977 -0.3313
H 5.2424 2.3359 -0.8605
*
```